DFT (the ωB97M-V functional and the def2-TZVPD basis) results for a structure of composition C24H51Br3Cl5CsFKMgN3O9P3S at a distorted geometry.

Values from the calculation:
HOMO energy	-0.3864	Eh
LUMO energy	-9.64	eV
total charge	+2
DFT total energy	-385058.421	eV
HOMO-LUMO gap	0.869	eV

```
103
Properties=species:S:1:pos:R:3:forces:R:3
C -1.6904 2.9765 -4.9349 0.0 -0.1 -0.6
C -1.8209 1.8074 -5.1704 0.6 -0.4 0.1
C -1.7705 0.3691 -5.4806 -1.2 0.5 -0.2
C -2.3367 -0.5374 -4.3653 0.7 -0.1 0.0
C -1.8098 -0.2258 -2.9512 0.1 -0.5 -0.6
C -0.4167 -0.7440 -2.6186 0.0 0.2 2.5
Br 1.0540 -0.3167 -3.8650 -0.7 0.2 -0.6
C -0.2478 -2.2352 -2.1697 1.2 0.9 -2.4
N 1.1387 -2.1463 -1.6080 -0.2 -1.5 0.6
C 1.9977 -3.3454 -1.6846 0.4 -0.4 -0.6
C 3.1919 -3.1986 -2.6634 -0.2 -0.7 0.4
C 1.4098 -1.0005 -1.1220 -0.7 1.9 0.1
P 3.0826 -0.5930 -0.4258 1.0 -1.7 0.0
P 4.0790 0.9004 -1.6555 0.6 1.9 -0.8
O 4.9193 1.7321 -0.8128 0.4 0.0 1.5
O 3.0701 1.8505 -2.4599 -0.1 -0.9 -0.5
O 4.9865 0.1747 -2.7591 -1.3 -0.5 0.1
C 0.1084 -0.1474 -1.2458 0.3 -0.1 1.7
N -0.6355 -0.6029 -0.0211 0.2 -0.1 -1.0
P 0.1469 1.7480 -1.0392 -0.2 1.7 -1.5
C -1.5518 2.1287 -0.3784 0.3 -1.2 1.4
O 1.2132 2.0609 0.1726 -0.1 -1.3 -0.8
H -1.5076 4.0223 -4.9791 -0.1 0.2 0.4
H -2.4243 0.2531 -6.3784 0.3 -0.3 0.2
H -0.7733 0.0925 -5.8111 0.0 0.0 0.1
H -3.4169 -0.4305 -4.3302 -0.1 -0.1 0.0
H -2.0989 -1.5692 -4.6485 -0.2 0.0 0.1
H -2.4878 -0.7000 -2.2284 0.1 0.1 -0.1
H -1.8716 0.8486 -2.7685 0.2 0.0 -0.1
H -0.1697 -2.8565 -3.0635 -0.2 -0.3 0.3
H -0.9710 -2.6000 -1.4480 0.1 0.0 0.0
H 1.3638 -4.1502 -2.0552 -0.2 0.2 0.1
H 2.3332 -3.6604 -0.6957 0.0 0.4 0.1
H 3.2295 -4.1130 -3.2601 0.1 0.1 0.0
H 4.1213 -3.1589 -2.0963 0.0 0.4 -0.2
H 3.0893 -2.3734 -3.3644 0.0 0.1 0.2
H 2.9335 0.0634 0.8147 -0.6 0.4 -0.5
H 3.3291 2.7740 -2.3298 -0.1 0.0 0.2
H 4.8843 0.6445 -3.5992 0.2 -0.2 -0.1
H -0.1898 -1.3952 0.4252 -0.4 -0.1 0.2
H -1.5938 -0.8226 -0.2592 -0.1 0.1 0.5
H -1.5663 1.9950 0.8116 0.1 0.4 -2.4
H -1.8645 3.1281 -0.6805 0.1 -0.1 -0.1
H -2.2414 1.3557 -0.7358 -0.1 0.4 -0.1
H 1.1456 1.3273 0.8107 -0.3 0.7 0.8
Cl -0.6647 1.5238 2.3673 0.4 -0.2 1.7
C 0.0598 4.6987 4.2771 5.7 2.5 -1.8
C -0.7908 5.9943 4.3013 0.3 -0.4 0.0
O -2.0549 5.6392 4.5250 -0.3 2.7 -0.5
H -0.2573 4.0199 3.4834 1.6 0.8 -0.8
H 1.0898 4.9381 4.0984 -4.0 -4.1 0.5
H 0.0107 4.1671 5.2225 4.4 2.6 -0.4
H -0.5506 6.5176 3.3428 -0.4 0.0 -0.3
H -0.2884 6.6598 5.0464 -0.3 0.1 0.5
K 2.0918 6.0770 3.9071 5.1 5.4 -0.9
C 8.7237 -1.4653 1.4268 0.1 0.0 -0.1
C 7.3833 -0.8333 1.0631 0.2 -0.1 0.3
C 7.0290 0.4151 1.8861 -0.2 0.1 -0.2
O 6.5950 0.1554 3.2089 0.1 0.1 -0.1
C 7.6236 -0.1043 4.1490 -0.2 -0.1 0.2
N 6.3356 -1.8575 1.1641 -0.1 0.1 0.0
H 8.6713 -2.0533 2.3424 -0.1 0.1 0.0
H 9.0479 -2.1406 0.6349 0.0 0.0 0.0
H 9.4951 -0.7035 1.5527 0.0 0.0 0.0
H 7.4512 -0.5163 0.0177 -0.1 0.1 0.0
H 6.1814 0.9046 1.3967 0.0 0.0 0.0
H 7.8523 1.1410 1.8848 0.1 -0.1 0.0
H 8.5204 0.4873 3.9453 0.0 0.0 -0.1
H 7.8690 -1.1678 4.1694 0.2 0.0 0.0
H 7.2436 0.1651 5.1354 -0.1 0.0 -0.1
H 5.4659 -1.4622 0.8230 -0.1 0.0 -0.1
H 6.1571 -2.0087 2.1548 0.1 -0.1 0.0
Cs -1.5674 3.3700 4.9444 -12.0 -10.0 3.7
C -6.8127 1.1491 -4.6204 -0.7 0.0 0.5
Cl -5.1039 1.4625 -5.0780 0.2 0.5 0.3
Cl -7.6693 2.6731 -4.5029 0.2 -0.1 -0.1
Cl -7.5567 0.1368 -5.8753 0.2 0.0 -0.1
Cl -6.8378 0.3156 -3.0774 0.0 0.0 -0.2
Br 5.3478 4.1873 8.9920 0.0 0.1 0.1
C 6.2141 2.4606 9.2394 -0.2 0.3 -0.6
C 5.2194 1.3351 9.1992 0.9 -0.2 1.9
Br 4.1977 1.2094 10.8310 -0.1 0.1 -0.4
H 6.7634 2.5146 10.1752 -0.1 -0.1 0.0
H 6.9152 2.3714 8.4134 -0.1 -0.1 0.0
H 5.7195 0.3790 9.1028 -0.1 0.0 -0.2
H 4.4613 1.4414 8.3416 -0.2 -0.6 -1.0
F 4.4924 0.6566 7.0912 -0.2 0.6 0.2
O -8.4892 -3.5192 -2.8519 0.3 0.2 0.2
S -9.7687 -2.8907 -2.7089 -0.8 -0.3 -0.4
O -9.9811 -1.8618 -1.7407 0.4 0.2 0.1
O -10.8790 -4.0077 -2.5380 0.1 0.1 -0.2
C -10.7291 -4.9691 -1.4691 0.0 -0.4 0.7
C -11.0385 -4.3729 -0.1098 0.1 0.3 0.0
C -10.3013 -2.2955 -4.2795 -0.1 -0.1 -0.1
H -9.7285 -5.4038 -1.4936 0.0 0.2 -0.2
H -11.4346 -5.7694 -1.6824 0.0 0.1 -0.3
H -10.3109 -3.6090 0.1626 0.0 0.0 0.0
H -11.0177 -5.1462 0.6577 0.0 -0.1 -0.1
H -12.0197 -3.8985 -0.1130 0.0 -0.1 0.0
H -10.1730 -3.0818 -5.0188 0.0 0.0 0.0
H -9.6817 -1.4371 -4.5275 0.0 0.0 0.1
H -11.3427 -1.9933 -4.2051 0.0 0.0 0.0
Mg -4.8008 0.4690 -7.4380 -0.1 -0.1 -0.4
```
Positions in Å, forces in eV/Å.